A structure of composition C19H22N4O4S at a distorted geometry. Source: OMol25; level of theory: wB97M-V/def2-TZVPD.

Geometry (Å):
C  1.1082  3.4107  0.9565
C  2.0827  2.7770  -0.2102
H  1.5706  2.0363  -0.7035
H  2.2597  3.4873  -0.9935
O  3.1986  2.1401  0.1612
C  3.1170  1.0713  1.0166
O  2.0976  0.3775  1.3693
C  4.5641  0.7698  1.1906
H  5.1633  1.6620  1.2210
H  4.6399  0.2337  2.2879
C  5.0185  -0.0406  0.2649
C  4.2439  -1.4949  0.2169
H  5.0742  -2.5598  0.4855
H  3.6000  -1.4520  1.1277
C  3.6831  -1.9920  -1.1439
C  2.4066  -1.1466  -1.1752
O  2.5710  -0.2991  -1.9767
C  1.2020  -1.5930  -0.6005
C  0.0652  -0.9973  -1.0034
N  -0.9282  -1.8033  -0.0743
C  -0.2520  -2.7647  0.4930
O  -0.7748  -3.4646  1.5223
N  1.1048  -2.4590  0.2943
H  1.8053  -2.9928  0.8746
H  -1.9103  -1.5012  -0.4440
C  -0.4400  -0.0606  -1.8973
H  -1.3037  -0.6655  -2.5260
H  0.3438  0.4650  -2.5097
S  -1.3274  1.3540  -0.9473
C  -2.7835  0.7491  -0.5440
N  -3.1928  -0.3483  -0.6742
C  -4.5441  -0.4687  -0.3280
C  -5.3746  -1.4511  0.0010
C  -6.6955  -1.3003  0.4007
C  -7.0864  0.0785  0.6839
C  -6.1353  1.4020  0.5457
C  -4.8771  0.8941  -0.1061
N  -3.7951  1.6717  0.0540
H  -3.7182  2.6934  -0.1118
H  -6.5857  2.3466  0.8050
H  -7.9768  0.2674  1.1839
H  -7.5322  -1.8896  0.8156
H  -5.2063  -2.5514  -0.1847
H  3.3468  -3.1669  -0.9708
H  4.3065  -1.7711  -1.8976
H  6.3073  -0.4490  0.3643
H  5.0044  0.1038  -0.6919
H  1.7218  4.0716  1.4066
H  0.8114  2.7513  1.5043
H  0.0213  3.8690  0.4674

Atoms 1-3, force components in eV/Å:
0.5 5.2 -10.5
-4.5 2.0 0.4
-2.2 -1.7 -1.3

Energy above the lowest of the compared OMol25 structures with the same formula, charge and spin   341.0 kcal per mole
Electronic energy   -45033.2184 eV
LUMO energy   0.0013 Eh

An isolated molecule of C4H7NS2 at a distorted geometry. Source: OMol25; level of theory: wB97M-V/def2-TZVPD.

Geometry (Å):
C  1.7190  -0.4074  -0.7174
C  0.5029  -0.7348  -0.5181
C  0.8797  2.0255  0.1915
C  -0.7934  -1.3458  -0.3494
N  -0.1100  1.4071  0.9761
S  2.4692  1.1050  -0.3286
S  0.2095  0.9377  2.4859
H  2.5054  -1.1142  -0.9578
H  0.3350  1.9960  -0.8968
H  1.1777  3.0156  0.6647
H  -0.7450  -2.3096  -0.8935
H  -1.6349  -0.5288  -0.6370
H  -1.0108  -1.5277  0.7947
H  -1.0825  0.4063  2.8270

Atoms 1-3, force components in eV/Å:
0.6 -0.5 0.2
-1.2 0.7 0.6
-0.6 0.1 -2.8

Energy above the lowest of the compared OMol25 structures with the same formula, charge and spin   124.6 kcal per mole
Electronic energy   -27416.4440 eV
LUMO energy (spin up / spin down)   -0.0222 / 0.0164 Eh

A structure of composition ClFOS at a distorted geometry. Source: OMol25; level of theory: wB97M-V/def2-TZVPD.

Geometry (Å):
O  0.7556  0.8166  1.3485
F  0.6523  -2.3351  -0.2115
S  -0.3973  -1.1284  -0.6034
Cl  -0.4567  0.3096  1.5499

Atoms 1-3, force components in eV/Å:
12.6 6.0 -1.0
-0.8 1.0 0.0
0.0 0.0 1.7

Energy above the lowest of the compared OMol25 structures with the same formula, charge and spin   148.1 kcal per mole
Electronic energy   -28115.7797 eV
LUMO energy (spin up / spin down)   -0.0969 / -0.0970 Eh